1.
91
Properties=species:S:1:pos:R:3:forces:R:3 method="wB97M-V/def2-TZVPD" homo_ev="-8.04 / -8.23" charge=0 e_above_lowest_ev=0.135 lumo_energy_ev="0.056 / -1.468" multiplicity=4
Re -0.141399 -0.374121 0.738007 0.0 0.4 -0.2
C -4.463533 -5.440170 -2.493876 0.0 0.0 0.0
C -5.194618 -4.145255 -2.142502 0.0 0.0 0.0
C -6.027259 -3.712452 -3.354832 0.0 0.0 0.0
C -6.129887 -4.420673 -0.954207 0.0 0.0 0.0
C -4.224888 -3.038234 -1.736183 0.0 0.1 0.1
C -2.877665 -3.257186 -1.518738 0.0 0.1 -0.2
C -2.080493 -2.217591 -1.055208 0.0 -0.1 0.0
Se -0.248719 -2.575774 -0.649190 0.1 -0.3 0.2
C 0.708578 -1.789293 -2.108959 0.0 -0.2 0.0
C 1.057237 -2.571505 -3.198032 -0.1 0.1 0.0
C 1.790841 -2.021141 -4.238598 0.0 0.0 0.0
C 2.107941 -0.665451 -4.143501 -0.1 0.0 0.0
C 1.777685 0.144635 -3.060249 0.1 0.1 -0.2
C 1.111616 -0.460777 -1.983889 0.0 0.3 0.4
O 0.892390 0.219699 -0.846402 0.1 -0.1 -0.3
C 2.139465 1.634835 -3.030953 0.0 -0.1 0.1
C 0.876241 2.478559 -2.797437 0.0 0.0 0.0
C 2.754178 2.088368 -4.356187 0.0 0.0 0.0
C 3.165172 1.900869 -1.918084 0.0 0.0 0.0
C 2.237891 -2.900731 -5.406072 0.0 0.0 0.0
C 1.018488 -3.553537 -6.068477 0.0 0.0 0.0
C 2.995576 -2.105109 -6.468830 0.0 0.0 0.0
C 3.169387 -3.995596 -4.866062 0.0 0.0 0.0
C -2.584678 -0.965370 -0.732276 -0.1 0.2 -0.1
O -1.765635 -0.005678 -0.221744 -0.3 -0.3 0.1
C -3.945054 -0.701454 -0.981929 -0.1 0.0 0.0
C -4.706475 -1.750194 -1.479826 0.0 0.0 0.0
C -4.588455 0.646600 -0.644905 0.1 0.0 0.0
C -3.804160 1.801952 -1.289073 0.0 0.0 0.0
C -4.622547 0.797360 0.883646 0.0 0.0 0.0
C -6.027164 0.734804 -1.156025 0.0 0.0 0.0
H -5.190577 -6.200159 -2.783850 0.0 0.0 0.0
H -3.902939 -5.830802 -1.642631 0.0 0.0 0.0
H -3.772590 -5.298348 -3.328044 0.0 0.0 0.0
H -6.696779 -4.521309 -3.655089 0.0 0.0 0.0
H -5.385201 -3.467002 -4.202962 0.0 0.0 0.0
H -6.644667 -2.841156 -3.134886 0.0 0.0 0.0
H -6.797794 -5.254544 -1.181824 0.0 0.0 0.0
H -6.742264 -3.546985 -0.725102 0.0 0.0 0.0
H -5.555757 -4.670740 -0.060454 0.0 0.0 0.0
H -2.419550 -4.216047 -1.718717 0.0 0.0 0.1
H 0.742698 -3.607900 -3.224276 0.0 0.0 0.0
H 2.639323 -0.208459 -4.963420 0.0 0.0 0.0
H 0.140236 2.291209 -3.582925 0.0 0.0 0.0
H 1.135020 3.539711 -2.821205 0.0 0.0 0.0
H 0.412606 2.261198 -1.838548 0.0 0.0 0.0
H 2.094889 1.878794 -5.201013 0.0 0.0 0.0
H 3.720589 1.615258 -4.543140 0.0 0.0 0.0
H 2.917752 3.166425 -4.319907 0.0 0.0 0.0
H 2.758357 1.656855 -0.938371 0.0 0.0 0.0
H 3.449410 2.956116 -1.920340 0.0 0.0 0.0
H 4.066970 1.305495 -2.078076 0.0 0.0 0.0
H 0.333068 -2.795448 -6.451761 0.0 0.0 0.0
H 0.467274 -4.183492 -5.368992 0.0 0.0 0.0
H 1.335364 -4.182669 -6.903302 0.0 0.0 0.0
H 2.383457 -1.303599 -6.887028 0.0 0.0 0.0
H 3.276470 -2.770305 -7.287033 0.0 0.0 0.0
H 3.911265 -1.666863 -6.067118 0.0 0.0 0.0
H 2.650246 -4.646347 -4.160516 0.0 0.0 0.0
H 4.025235 -3.553760 -4.352258 0.0 0.0 0.0
H 3.542980 -4.614540 -5.685102 0.0 0.0 0.0
H -5.754464 -1.561520 -1.662725 0.0 0.0 0.0
H -2.771148 1.831656 -0.954068 0.0 0.0 0.0
H -4.275195 2.752290 -1.026828 0.0 0.0 0.0
H -3.811901 1.708798 -2.377712 0.0 0.0 0.0
H -3.635249 0.678736 1.321547 0.1 0.0 0.0
H -5.279734 0.044042 1.323049 0.0 0.0 0.0
H -5.003642 1.785524 1.153882 0.0 0.0 0.0
H -6.086664 0.577164 -2.235267 0.0 0.0 0.0
H -6.413574 1.732903 -0.943298 0.0 0.0 0.0
H -6.684776 0.018404 -0.659964 0.0 0.0 0.0
Cl -1.713513 3.029425 1.521785 0.0 0.0 0.0
C -0.195134 2.579293 2.201067 0.0 0.1 0.0
C 0.332714 1.331132 1.910707 -0.1 -0.1 -0.2
C 1.569645 1.048270 2.445361 0.1 -0.1 0.0
Cl 2.119382 -0.561858 1.964453 0.0 0.0 0.1
C 2.313133 1.886332 3.247140 0.0 0.0 0.0
Cl 3.848910 1.404066 3.840661 0.0 0.0 0.0
C 1.753211 3.129584 3.539292 0.0 0.0 0.0
Cl 2.614009 4.227457 4.536400 0.0 0.0 0.0
C 0.502782 3.475768 3.013632 0.0 0.0 0.0
Cl -0.163850 5.019614 3.366509 0.0 0.0 0.0
N -1.705584 -1.938965 3.081663 0.0 0.0 0.0
C -1.145764 -1.321499 2.278378 -0.1 -0.2 0.2
C 1.789822 -4.114683 1.924291 0.0 0.0 0.0
O 2.235464 -3.311299 0.831210 0.1 0.1 0.0
H 2.272946 -3.822188 2.858919 0.0 0.0 0.0
H 1.967034 -5.175228 1.736553 0.0 0.0 0.0
H 0.719187 -3.946083 2.025803 0.0 0.0 0.0
H 3.185912 -3.416406 0.728444 0.0 0.0 0.0

---

2.
115
Properties=species:S:1:pos:R:3:forces:R:3 method="wB97M-V/def2-TZVPD" homo_ev=-8.88 charge=0 lumo_energy_ev=-0.150 smiles="CN(C)C(=O)C[C@H]1[C@H](B(O)O)NC(=O)[C@]1(F)CCCNCc1ccccc1O.O=C1OC[C@@H](F)O1.O=C1OC[C@@H](F)O1.O=C1OC[C@@H](F)O1.O=C1OC[C@@H](F)O1.O=C1OC[C@@H](F)O1.O=C1OC[C@@H](F)O1"
C -4.752201 1.566810 1.375202 0.7 0.3 -0.9
N -3.789208 0.910198 2.281507 -0.6 -0.9 0.8
C -3.535295 1.680511 3.528253 1.6 0.6 -0.5
C -4.099944 -0.467513 2.524979 -1.4 0.0 -0.1
O -5.223287 -0.866419 2.243615 1.2 -0.2 0.0
C -3.052905 -1.460281 3.125000 0.3 1.3 -0.7
C -1.554148 -1.161212 2.661661 -0.2 -0.6 2.4
C -0.736931 -2.239590 3.577392 -1.4 -0.9 0.0
B 0.448618 -1.691292 4.523545 2.1 -0.3 -0.5
O 0.287188 -0.809395 5.603548 -1.0 -1.6 -0.8
O 1.769175 -2.168068 4.281130 -1.3 1.5 0.1
N -0.446527 -3.355950 2.637422 1.1 0.6 0.4
C -0.095044 -2.668061 1.408773 -1.7 -1.3 0.1
O 0.876811 -2.916651 0.756618 -0.7 0.5 0.2
C -1.207499 -1.506824 1.162227 2.3 0.2 0.8
F -2.344207 -2.045147 0.514380 1.1 0.5 0.4
C -0.399828 -0.475021 0.308686 -1.2 0.3 -1.0
C -1.125365 0.912112 0.074448 1.0 -0.1 0.7
C -0.125199 2.134539 -0.061253 -1.7 0.4 -0.6
N -0.049122 2.942426 1.202263 1.1 -0.8 -0.8
C 0.994901 2.283235 2.016986 -0.3 0.4 1.4
C 1.136385 2.873700 3.462512 0.5 0.3 1.3
C 0.159270 3.767635 4.089644 2.3 -0.8 1.5
C 0.420651 4.201933 5.483581 1.1 -1.2 -0.8
C 1.613663 3.759489 6.224514 -0.2 -0.9 -2.0
C 2.600984 2.869112 5.591357 -2.4 0.6 -1.6
C 2.333759 2.444540 4.223485 -1.1 1.3 0.8
O 3.249222 1.556717 3.613756 -0.5 0.7 0.3
H -4.876533 0.897223 0.479846 -0.3 0.7 1.1
H -5.725170 1.855218 1.848742 0.7 -0.5 -0.4
H -4.232017 2.489679 0.977758 -0.6 -0.8 0.6
H -3.816701 2.749207 3.307199 0.1 -1.2 0.5
H -2.411287 1.707933 3.675319 -1.2 0.0 0.2
H -4.036225 1.274636 4.443401 0.2 0.4 -0.8
H -3.126046 -1.447943 4.252493 0.1 0.2 -1.2
H -3.347997 -2.491050 2.801205 0.1 1.0 0.2
H -1.162786 -0.194459 3.095081 -0.9 -0.4 -1.3
H -1.416752 -2.754410 4.328057 0.3 0.9 -0.7
H -0.638171 -0.884979 5.911439 0.5 0.5 -0.2
H 2.159585 -1.721294 3.509716 0.0 -0.5 0.3
H -1.260706 -3.972244 2.590682 0.4 0.3 -0.5
H -0.248312 -0.934726 -0.713941 0.0 0.2 1.2
H 0.626567 -0.388761 0.752607 -1.0 0.1 -0.3
H -1.747964 0.832669 -0.859279 0.4 0.1 1.0
H -1.753980 1.120036 0.979193 0.2 -0.1 -1.0
H 0.891636 1.850150 -0.429518 -0.9 0.0 0.3
H -0.588897 2.832741 -0.820014 0.7 -0.8 0.6
H 0.314693 3.853513 0.888830 -0.1 -0.4 0.4
H 1.997603 2.315938 1.507527 -0.8 -0.2 0.4
H 0.667526 1.211326 2.159598 0.6 1.0 -0.3
H -0.753197 4.103684 3.534435 1.1 -0.4 0.6
H -0.332335 4.859763 5.989293 0.9 -0.7 -0.5
H 1.808899 4.052989 7.281990 -0.5 -0.1 -1.1
H 3.511711 2.469873 6.090701 -0.9 0.5 -0.3
H 3.789259 2.033782 2.960045 -0.4 -0.1 0.3
O 2.103965 3.527278 -1.127319 0.4 0.1 -0.3
C 2.479330 3.269706 -2.227138 0.1 0.1 0.7
O 3.779616 3.082094 -2.572479 -0.7 0.1 0.0
C 3.785919 2.654603 -3.935601 0.5 0.1 -0.3
C 2.478555 3.188753 -4.439796 -0.3 -0.3 -0.2
F 1.950469 2.383507 -5.394277 -0.1 0.1 -0.1
O 1.649290 3.128029 -3.296847 0.4 0.4 0.2
H 3.837215 1.568070 -3.972470 -0.3 0.1 -0.2
H 4.639030 3.063116 -4.472793 0.0 0.0 0.3
H 2.522242 4.216630 -4.808106 -0.1 -0.1 -0.1
O -1.619638 1.813146 -9.159774 0.2 -0.2 0.1
C -0.966966 1.013910 -8.570103 -0.7 0.3 -0.4
O -1.479278 0.087573 -7.715079 0.4 0.4 -0.3
C -0.397939 -0.755793 -7.325665 -0.3 -0.7 0.6
C 0.791689 0.124002 -7.557332 0.4 -0.2 -0.3
F 1.878756 -0.605394 -7.919110 0.2 0.1 0.1
O 0.393907 0.917786 -8.658039 -0.4 0.1 0.5
H -0.394279 -1.650498 -7.950504 0.2 0.2 -0.1
H -0.492654 -1.059388 -6.283014 -0.2 0.2 0.0
H 1.043723 0.767562 -6.711542 0.2 -0.1 -0.1
O 1.284117 -0.321096 12.313428 -0.1 0.1 -0.3
C 1.082546 -0.148115 11.156769 0.0 -0.3 0.9
O 0.970522 -1.149383 10.239739 0.0 0.5 0.2
C 0.599160 -0.540370 9.006279 0.1 -0.7 -0.6
C 1.087013 0.866368 9.184595 -0.4 0.5 -0.1
F 0.295562 1.746712 8.525125 0.1 0.1 0.0
O 0.940719 1.079799 10.575590 0.4 -0.5 -0.2
H -0.485945 -0.596570 8.886427 0.0 0.3 0.0
H 1.072002 -1.041507 8.162354 0.1 -0.1 0.2
H 2.129742 1.021566 8.896550 -0.1 0.1 -0.1
O -2.318937 -1.526542 -4.233773 -0.1 0.2 0.2
C -3.172667 -0.997753 -3.597761 0.6 -0.5 -0.2
O -3.989375 -1.647759 -2.726232 0.2 0.4 -0.4
C -4.772076 -0.653184 -2.071567 -0.5 -0.4 0.5
C -4.732238 0.479926 -3.054652 0.1 0.5 0.2
F -4.780795 1.678573 -2.423335 -0.1 0.1 -0.1
O -3.459564 0.334645 -3.654973 -0.3 -0.6 0.0
H -4.307910 -0.396870 -1.116010 0.0 0.1 -0.1
H -5.784515 -1.009569 -1.885232 0.1 -0.2 -0.1
H -5.507522 0.437613 -3.823834 0.0 0.2 0.0
O 5.981994 0.939986 -3.939317 0.1 -0.5 0.3
C 5.955336 -0.008300 -3.219903 0.0 0.6 -0.3
O 6.018797 0.060227 -1.863603 0.0 -0.2 -0.6
C 5.821580 -1.264098 -1.372412 0.0 0.0 0.8
C 6.230173 -2.101632 -2.547810 -0.4 -0.5 -0.2
F 5.522955 -3.254503 -2.597002 0.1 -0.1 -0.1
O 5.864369 -1.296644 -3.653428 0.4 0.4 0.4
H 4.770959 -1.400244 -1.105280 0.0 -0.2 -0.2
H 6.434649 -1.452001 -0.491908 0.0 0.2 -0.1
H 7.299257 -2.323608 -2.593819 -0.1 -0.1 -0.1
O -1.182660 -3.244577 -9.577591 0.0 -0.5 0.5
C -1.206179 -4.195035 -8.860901 -0.1 0.9 -0.5
O -1.118099 -4.137668 -7.498323 0.0 -0.2 -0.7
C -1.319399 -5.462921 -7.016277 0.1 0.1 0.8
C -0.940607 -6.295888 -8.204880 -0.4 -0.4 -0.2
F -1.661327 -7.442357 -8.248676 0.1 -0.1 -0.1
O -1.317346 -5.481535 -9.298720 0.4 0.3 0.5
H -2.366188 -5.590076 -6.730671 0.0 -0.2 -0.2
H -0.692491 -5.663858 -6.148385 0.0 0.2 -0.1
H 0.125120 -6.528472 -8.271236 -0.1 -0.1 0.0